{"formula": "C26H32AsNO5S2TeZr", "method": "ωB97M-V/def2-TZVPD", "total_charge": 1, "de_lowest_kj_mol": 154.2, "s2": 0.7547, "spin_multiplicity": 2, "homo_lumo_gap_ev": [7.78, 6.11], "homo_ev": [-11.4, -11.4], "energy_ha": -4787.9543, "max_force_ha_per_bohr": 0.0618, "elements": ["C", "As", "H", "H", "C", "H", "C", "H", "C", "C", "S", "H", "H", "H", "H", "H", "C", "C", "H", "H", "C", "C", "C", "C", "H", "C", "C", "H", "C", "H", "C", "C", "H", "C", "C", "H", "H", "O", "C", "H", "C", "H", "C", "C", "N", "H", "Zr", "H", "Te", "H", "C", "H", "S", "C", "H", "H", "O", "H", "O", "O", "H", "H", "H", "H", "H", "O", "C", "C", "H"], "positions_angstrom": [[1.558, -3.968, -0.670], [3.859, 1.517, -2.491], [-4.501, 3.126, -1.279], [1.223, -0.920, 3.542], [-0.884, -1.223, 3.919], [5.794, 0.190, -3.279], [-0.133, 1.767, -1.932], [-4.311, -2.974, 3.531], [0.377, -3.574, -1.281], [2.052, -3.247, 0.405], [3.312, -0.293, -1.424], [-4.616, 4.194, -3.513], [1.752, -1.579, 1.691], [-0.004, -4.136, -2.127], [4.566, 3.821, -2.698], [3.575, 2.281, -4.836], [5.710, 1.197, -2.882], [-2.480, 2.466, -1.537], [-2.414, -2.887, -1.289], [-0.917, -1.969, 5.916], [3.945, 3.368, -1.929], [-2.823, -1.792, 2.559], [-1.370, 2.451, -2.374], [-1.647, -2.155, -1.556], [-0.567, 3.041, -4.275], [-3.276, -3.336, 6.006], [-3.643, 3.104, -1.940], [3.305, 0.524, -4.678], [0.162, -1.760, 0.247], [-2.652, -3.276, 6.896], [-2.604, 3.670, -4.035], [3.098, 1.500, -4.248], [-1.505, -2.217, -2.635], [0.422, -0.503, 4.148], [-3.707, 3.701, -3.193], [-2.661, 4.122, -5.017], [4.417, 3.442, -0.956], [2.881, 2.659, 0.698], [-2.672, -2.581, 4.852], [-4.694, -1.788, 1.491], [-1.574, -1.183, 2.703], [2.029, 1.669, -4.194], [-1.448, -1.936, 4.970], [-3.344, -2.492, 3.640], [-0.118, 0.594, -1.367], [-2.427, 2.001, -0.561], [1.607, 1.258, -0.456], [0.726, -0.582, 5.189], [-0.829, -0.057, 1.042], [6.063, 1.926, -3.607], [-0.355, -2.473, -0.841], [-3.408, -4.388, 5.748], [1.837, 2.293, 1.717], [1.354, -2.140, 0.859], [-2.020, -1.162, -1.331], [-4.261, -2.935, 6.250], [1.929, 2.798, 3.030], [-3.436, -0.850, 0.690], [1.908, 0.754, 1.562], [1.061, 2.413, -2.021], [2.971, -3.541, 0.895], [0.342, 0.559, 3.911], [-3.384, -2.612, 0.647], [6.287, 1.268, -1.963], [2.091, -4.839, -1.032], [0.567, 2.571, 0.938], [-1.432, 3.058, -3.622], [-3.627, -1.752, 1.277], [2.960, 3.816, -1.900]], "lowdin_charge": [-0.05, 0.77, 0.11, 0.06, -0.28, 0.04, -0.54, 0.13, -0.03, -0.08, 0.29, 0.11, 0.07, 0.12, 0.06, 0.06, -0.25, -0.03, 0.08, 0.12, -0.20, -0.30, -0.16, -0.06, 0.12, -0.04, -0.06, 0.05, -0.40, 0.08, -0.06, -0.22, 0.09, -0.05, -0.06, 0.11, 0.04, -0.41, -0.24, 0.09, -0.35, 0.03, 0.00, -0.01, -0.19, 0.08, 1.36, 0.09, 1.84, 0.05, -0.29, 0.09, 0.35, -0.16, 0.03, 0.09, -0.19, 0.03, -0.55, -0.28, 0.12, 0.07, 0.08, 0.05, 0.11, -0.47, -0.02, -0.06, 0.04]}

---

{"formula": "C26H32Br2Cl36NO5", "method": "ωB97M-V/def2-TZVPD", "total_charge": -1, "homo_lumo_gap_ev": 5.94, "homo_ev": -4.7, "energy_ha": -23155.6309, "max_force_ha_per_bohr": 0.0735, "elements": ["H", "C", "H", "C", "Cl", "C", "C", "H", "O", "Cl", "Cl", "C", "C", "H", "H", "H", "Cl", "C", "C", "H", "Cl", "H", "C", "C", "H", "Cl", "Cl", "H", "Cl", "Cl", "Cl", "Cl", "Cl", "Cl", "C", "C", "C", "C", "Cl", "H", "Cl", "Cl", "C", "C", "C", "H", "Cl", "C", "C", "Cl", "H", "O", "H", "Cl", "C", "H", "H", "H", "Cl", "Br", "H", "Cl", "Cl", "Cl", "Cl", "O", "C", "C", "C", "C", "C", "Cl", "H", "H", "H", "Cl", "Cl", "O", "H", "Cl", "O", "H", "Cl", "H", "Cl", "H", "H", "H", "Cl", "Cl", "H", "Cl", "Cl", "C", "H", "N", "H", "Br", "Cl", "H", "H", "Cl"], "positions_angstrom": [[0.077, 0.539, 1.986], [-1.273, -0.825, 0.947], [-0.371, 0.501, -0.601], [3.775, 1.805, 3.123], [0.271, -6.833, 6.235], [-0.122, 13.391, -6.591], [-0.303, -0.499, 2.153], [4.601, 0.733, -0.207], [3.558, -1.836, -0.155], [-0.693, -4.595, 4.656], [8.201, 2.719, 5.857], [-13.377, -8.801, -0.979], [4.380, 7.424, -7.813], [0.739, -2.336, 2.721], [0.752, 14.030, -6.542], [3.304, 0.871, -1.422], [-2.245, -7.055, 4.795], [2.300, 2.195, 3.370], [-9.973, -5.546, 0.280], [0.114, 9.579, -8.455], [-10.311, -6.731, -0.990], [4.495, 4.438, -5.824], [9.005, 1.598, 4.756], [3.133, -0.296, 1.777], [-1.183, 2.298, 0.325], [-0.382, 10.078, -10.694], [-14.689, -7.852, -1.686], [1.528, -0.755, 5.547], [4.029, 6.850, -6.179], [-2.010, -0.295, -3.925], [4.364, 2.142, -5.377], [-1.063, -2.538, -2.341], [-4.359, -1.208, -0.718], [-13.014, -10.208, -1.985], [4.308, 3.037, -1.420], [-0.740, 9.401, -9.100], [-0.619, -6.357, 4.785], [2.487, 0.511, 0.569], [4.730, 6.066, -8.887], [1.849, -0.125, -0.078], [-5.872, -5.300, 5.047], [3.262, -9.914, 6.739], [3.859, -1.537, 1.076], [0.971, -1.442, 2.075], [3.581, 1.152, -0.367], [-10.601, -5.774, 1.135], [-0.995, 7.657, -9.208], [-1.358, 0.357, -0.087], [-1.951, -2.057, -3.788], [9.208, 0.016, 5.516], [-6.386, -0.831, 0.403], [3.583, 2.610, -0.300], [3.763, 3.538, -2.275], [-3.620, -4.481, 3.406], [-5.584, -1.554, 0.505], [3.419, -1.204, 5.801], [8.378, 1.476, 3.877], [-5.893, -4.504, 2.838], [-6.260, -3.173, 0.264], [6.110, 0.480, 2.203], [5.156, -8.682, 6.103], [-10.361, -3.915, -0.275], [3.401, -7.147, 5.866], [3.031, 8.379, -8.439], [4.753, -7.969, 8.302], [4.667, -2.258, 1.684], [2.519, -1.095, 5.159], [4.262, -8.456, 6.675], [4.175, 0.710, 2.417], [3.690, 3.762, -5.564], [2.662, -1.476, 3.847], [-0.476, 12.806, -4.963], [-0.089, -6.739, 3.919], [3.211, -2.442, 3.687], [1.853, 1.364, 0.919], [-13.785, -9.300, 0.667], [2.969, 4.315, -4.045], [5.490, 2.868, -1.452], [5.257, 8.060, -7.770], [0.238, 12.040, -7.673], [-1.773, 1.573, 0.578], [-12.491, -8.177, -0.935], [-4.904, -1.401, 2.127], [1.714, 1.367, 3.843], [2.494, 3.796, -6.865], [-0.943, -1.761, 0.428], [2.314, 3.013, 4.143], [-2.175, 0.109, -0.820], [-3.586, -2.733, -3.772], [-5.248, -6.750, 2.605], [1.175, -1.796, 1.037], [10.569, 2.245, 4.240], [-8.286, -5.645, 0.788], [-5.243, -5.169, 3.399], [1.780, 2.624, 2.485], [2.109, -0.749, 2.730], [-2.295, -0.958, 1.389], [5.130, 3.026, 3.873], [-2.147, 10.195, -8.389], [-1.429, -2.448, -4.654], [-0.801, -0.560, 3.152], [-1.472, 14.343, -7.218]], "lowdin_charge": [0.08, -0.20, 0.12, -0.67, 0.50, -1.52, -0.15, 0.10, -0.10, 0.51, 0.49, -1.56, -1.51, 0.11, 0.01, 0.13, 0.50, -0.12, -1.52, -0.06, 0.56, -0.05, -1.55, -0.33, 0.08, 0.52, 0.52, 0.06, 0.57, 0.53, 0.56, 0.57, 0.58, 0.52, -0.35, -1.60, -1.51, -0.10, 0.53, 0.10, 0.52, 0.51, -0.66, -0.15, -0.17, 0.02, 0.53, -0.28, -1.53, 0.52, 0.02, -0.08, 0.01, 0.48, -1.49, 0.06, -0.04, -0.04, 0.51, 0.74, 0.01, 0.53, 0.51, 0.53, 0.51, -0.08, 0.01, -1.54, -0.55, -1.56, -0.18, 0.53, 0.02, 0.12, 0.10, 0.52, 0.60, 0.09, 0.02, 0.53, -0.09, -0.07, 0.55, 0.07, 0.51, 0.08, 0.06, 0.03, 0.50, 0.50, 0.12, 0.50, 0.51, -1.55, 0.07, -0.11, 0.04, 0.60, 0.50, 0.01, 0.11, 0.53]}

---

{"formula": "C26H32Br2ClInN2O5PS2", "method": "ωB97M-V/def2-TZVPD", "total_charge": -1, "de_lowest_kj_mol": 178.5, "homo_lumo_gap_ev": 6.72, "homo_ev": -4.5, "energy_ha": -8432.0240, "max_force_ha_per_bohr": 0.0055, "elements": ["N", "Br", "H", "H", "C", "C", "C", "Br", "C", "H", "H", "C", "C", "S", "H", "Cl", "H", "H", "H", "C", "H", "O", "C", "H", "N", "C", "H", "H", "O", "C", "C", "H", "O", "H", "In", "C", "H", "C", "C", "C", "C", "O", "H", "C", "P", "H", "H", "H", "C", "C", "H", "H", "S", "H", "H", "H", "H", "O", "C", "H", "H", "C", "C", "C", "H", "H", "C", "C", "H", "C", "H", "H"], "positions_angstrom": [[-1.578, 3.720, 0.450], [-3.168, 8.795, 0.466], [3.794, -4.979, -1.929], [0.736, -3.457, -4.378], [-3.605, 5.601, 0.602], [3.168, 1.954, 1.979], [-2.826, 3.334, 0.563], [2.229, 7.254, -0.050], [-1.874, 7.395, 0.380], [-4.386, -2.064, -2.096], [3.977, 1.799, 2.690], [-3.975, -2.926, 1.153], [-3.085, 1.853, 0.597], [0.532, -1.254, -0.641], [4.859, -1.921, 0.184], [-6.132, -3.511, -0.377], [-0.626, -3.064, -2.348], [-2.844, 1.436, 1.579], [-2.251, -2.468, 2.337], [-2.066, -1.671, 0.360], [-0.321, -1.372, 1.582], [0.525, -4.217, -1.092], [-0.558, 7.730, 0.230], [5.356, -4.929, -1.095], [0.707, 2.042, 1.862], [-4.562, -2.808, -0.094], [3.080, 3.025, 1.765], [-0.846, 0.067, 0.707], [1.039, 4.458, 0.181], [4.693, -2.873, 0.690], [-3.883, 4.267, 0.647], [-0.163, 1.864, 2.352], [2.734, 1.408, -0.308], [1.813, -4.525, -3.461], [0.728, 2.287, -0.798], [3.512, 1.203, 0.690], [-0.167, -6.038, -2.847], [1.853, 1.456, 2.574], [0.140, 5.362, 0.234], [-2.270, 6.043, 0.461], [3.811, -3.775, -0.147], [4.471, 0.433, 0.694], [1.737, -2.798, -3.076], [-0.740, -1.017, 0.642], [1.202, -3.156, -0.102], [4.807, -3.527, -2.036], [1.819, 1.700, 3.642], [-1.586, -5.327, -2.064], [-1.272, 5.037, 0.390], [-2.729, -2.357, 1.371], [4.205, -2.648, 1.638], [-2.445, 1.360, -0.137], [0.978, -3.754, 1.721], [-4.126, 1.619, 0.379], [-4.397, 6.335, 0.666], [-2.162, -1.056, -1.690], [-1.263, -4.999, -3.780], [2.692, -2.966, -0.603], [-0.804, -5.152, -2.803], [-0.265, 8.768, 0.162], [3.415, -4.587, 0.467], [1.150, -3.661, -3.389], [0.418, 6.734, 0.158], [4.486, -4.338, -1.380], [5.650, -3.360, 0.889], [-4.902, 3.916, 0.747], [-2.674, -1.579, -0.889], [0.020, -3.942, -2.416], [0.809, 3.057, 1.838], [-3.918, -2.140, -1.124], [1.810, 0.366, 2.488], [-4.485, -3.464, 1.940]], "lowdin_charge": [0.12, 0.71, 0.07, 0.09, -0.04, -0.11, -0.33, 0.73, -0.64, 0.10, 0.11, -0.10, -0.03, 0.71, 0.07, 0.64, 0.09, 0.08, 0.11, -0.29, 0.03, -0.30, -0.20, 0.08, -0.03, -0.67, 0.11, 0.02, -0.26, -0.04, -0.02, 0.07, -0.27, 0.08, 0.80, -0.67, 0.08, -0.24, -0.45, -0.20, -0.47, 0.00, 0.07, -0.49, 0.04, 0.09, 0.10, 0.08, -0.14, -0.03, 0.08, 0.05, 0.32, 0.08, 0.07, 0.11, 0.08, -0.33, -0.04, 0.09, 0.10, -0.05, -0.61, -0.05, 0.08, 0.11, -0.06, -0.48, 0.05, -0.10, 0.12, 0.10]}

---

{"formula": "C26H32Br45ClFN3OP", "method": "ωB97M-V/def2-TZVPD", "total_charge": 1, "homo_lumo_gap_ev": 7.06, "homo_ev": -11.3, "energy_ha": -117981.0849, "max_force_ha_per_bohr": 0.0329, "elements": ["Br", "C", "H", "Br", "Br", "Br", "Br", "C", "Br", "H", "Br", "C", "Br", "H", "Br", "H", "Br", "C", "H", "C", "C", "Br", "Br", "Br", "H", "Br", "Br", "H", "C", "H", "H", "Br", "H", "H", "H", "C", "H", "H", "O", "Br", "Br", "Br", "Br", "Br", "N", "H", "C", "N", "H", "Br", "Br", "Br", "P", "C", "H", "Br", "Br", "Br", "C", "Cl", "F", "Br", "H", "H", "Br", "H", "C", "N", "Br", "Br", "Br", "C", "C", "C", "H", "Br", "Br", "H", "C", "C", "C", "Br", "Br", "Br", "C", "C", "C", "Br", "H", "H", "Br", "Br", "H", "Br", "H", "Br", "H", "H", "Br", "C", "H", "C", "Br", "H", "C", "Br", "H", "H", "C", "C"], "positions_angstrom": [[-3.237, -6.372, -9.475], [-1.483, 5.656, -3.554], [1.893, -2.060, 2.404], [2.909, -5.201, 9.232], [5.895, -0.200, 10.214], [7.449, 2.561, 9.931], [-4.741, -5.495, -6.809], [5.319, 6.214, 10.951], [3.626, -6.555, -4.465], [-0.469, -0.918, -5.128], [-5.292, 4.750, 2.149], [-5.494, -0.430, -5.713], [7.135, 6.813, 11.165], [-1.971, 2.551, 6.028], [3.598, -4.987, -7.237], [-1.388, 2.375, 1.971], [4.663, -2.262, 7.010], [1.069, -1.453, -1.216], [6.272, 6.804, -5.777], [0.402, -0.385, -0.617], [-0.586, 0.205, -1.334], [-6.469, -0.669, 5.602], [3.439, 5.933, -5.565], [2.009, -3.827, -4.728], [6.847, 0.892, 8.217], [-6.829, -0.044, -4.380], [-5.832, 4.556, -0.974], [1.738, -5.965, -5.943], [0.221, -0.720, 1.974], [-5.617, 6.536, 0.490], [0.738, -1.847, 3.659], [0.482, 2.385, 5.830], [2.349, -2.375, 7.843], [0.163, 1.063, 0.823], [1.854, -0.575, 3.394], [-3.189, -6.366, -7.556], [-2.495, -2.175, -4.683], [-6.095, -7.407, -4.973], [3.755, -1.719, -0.907], [-2.964, -8.131, -6.834], [-5.660, -9.287, -3.435], [1.842, 4.643, -7.994], [4.709, 2.111, 8.370], [-3.237, 6.078, 0.044], [-1.856, 0.264, -3.436], [-2.743, 0.284, -2.947], [-5.067, 5.607, 0.444], [-0.145, -1.259, -3.073], [-4.544, -0.112, -5.309], [4.669, -7.816, 9.658], [0.407, 5.936, -3.741], [-2.511, 6.892, -4.596], [2.427, -2.396, -0.294], [2.620, -5.419, -5.643], [-4.624, 0.832, 4.960], [-5.781, 0.572, -7.326], [4.856, 6.011, 9.094], [2.229, -0.256, 6.565], [-2.316, 2.267, 1.422], [2.306, -4.230, -1.202], [-1.349, -3.533, -5.589], [-0.239, 2.936, -0.772], [-1.609, 1.225, -3.665], [-3.247, 0.936, 0.111], [-8.141, -7.296, -3.597], [-1.736, 5.822, -2.516], [6.303, 1.286, 9.062], [0.801, -1.880, -2.407], [1.985, -3.244, 5.565], [8.133, 5.944, -7.149], [4.655, -6.366, 6.826], [-2.228, 1.100, 0.445], [7.047, 7.308, -6.336], [0.707, 0.143, 0.755], [-2.612, 3.184, 0.935], [6.172, 8.399, -7.656], [2.557, 0.700, 0.902], [4.037, -2.108, -1.748], [-0.859, -0.263, -2.605], [1.272, -1.323, 2.878], [3.079, 4.325, -6.561], [-1.953, 3.828, -3.962], [4.984, 4.608, 11.954], [-5.434, 0.193, 2.716], [-5.620, 0.705, 4.567], [-1.564, -2.698, -4.520], [-1.293, 1.714, 6.102], [-6.514, 2.395, 4.751], [4.012, 4.009, -7.004], [0.505, -2.309, -4.774], [8.050, 8.369, -5.085], [-7.429, -9.161, -6.078], [5.351, -5.527, 9.042], [-5.352, -2.320, -6.062], [-2.106, 1.615, -1.607], [-1.766, 0.461, 4.707], [-2.328, -5.785, -7.259], [-1.908, 0.214, 0.966], [-1.512, 0.947, 7.846], [4.517, -6.140, 8.733], [-3.095, 2.014, 2.134], [-0.388, -1.750, -4.454], [-0.989, -2.164, 1.438], [4.679, 6.983, 11.356], [-1.399, 1.369, -0.840], [2.488, 2.898, -5.405], [-1.576, -3.326, -3.632], [-0.354, -0.057, 2.599], [-6.741, -8.178, -4.578], [2.755, -2.079, 6.886]], "lowdin_charge": [0.61, -1.63, 0.02, 0.57, 0.56, 0.57, 0.55, -1.64, 0.60, 0.13, 0.58, -1.66, 0.57, -0.02, 0.61, 0.06, 0.57, -0.36, -0.10, -0.26, -0.14, 0.61, 0.57, 0.68, -0.03, 0.57, 0.58, -0.03, -0.72, -0.03, -0.01, 0.56, -0.05, -0.01, 0.04, -1.63, 0.08, -0.10, -0.36, 0.59, 0.56, 0.60, 0.53, 0.60, 0.15, 0.12, -1.62, 0.00, -0.06, 0.59, 0.57, 0.62, 0.58, -1.60, -0.10, 0.60, 0.55, 0.53, -0.15, 0.27, -0.04, 0.83, 0.03, 0.11, 0.57, -0.09, -1.63, 0.12, 0.64, 0.57, 0.56, -0.25, -1.67, -0.68, 0.02, 0.56, 0.86, 0.06, -0.20, -0.27, -1.62, 0.57, 0.55, 0.58, -1.65, -0.18, -1.59, 0.57, -0.03, -0.04, 0.58, 0.57, -0.03, 0.55, 0.05, 0.67, -0.04, 0.03, 0.62, -1.64, 0.02, -0.12, 0.80, -0.03, -0.57, 0.54, 0.14, -0.01, -1.67, -1.60]}